Entry 1:
Formula: C41H69BrFN15O3Si2
Source: the Open Molecules 2025 dataset
Level of theory: the ωB97M-V functional and the def2-TZVPD basis

Summary:
lowest unoccupied orbital energy	0.312	eV
orbital gap	0.3730	hartree
electronic energy	-5903.6584	a.u.

```
! wB97M-V def2-TZVPD RIJCOSX def2/J DEFGRID3
* xyz 0 1
C -3.68654 -5.46980 0.30640
C -3.76724 -3.94105 0.11793
C -4.00935 -3.55855 -1.37190
C -5.26128 -2.67226 -1.54091
Si -2.48936 -2.82597 -2.16544
F -1.37349 -2.49106 -1.04779
C -2.71439 -1.20464 -3.07172
C -1.41520 -0.93073 -3.84763
O -1.12367 0.48567 -3.84706
C 0.19215 0.80052 -3.90094
C 1.02781 0.06396 -4.91069
O 0.65085 1.63935 -3.14659
O -1.89521 -3.86748 -3.29955
Si -0.58013 -4.88248 -3.15754
C 0.41200 -4.84985 -4.74678
C -0.14259 -5.50742 -6.02299
C -0.02315 -4.59357 -7.24395
Br -2.00773 -6.09605 -5.89240
H -4.68893 -5.90071 0.20444
H -3.24889 -5.73511 1.27210
H -3.06492 -5.90592 -0.48883
H -4.57840 -3.55287 0.74017
H -2.83236 -3.51343 0.49277
H -4.20251 -4.49290 -1.92025
H -5.63213 -2.68474 -2.57514
H -6.07197 -3.07001 -0.91504
H -5.09290 -1.62975 -1.25066
H -3.54668 -1.30284 -3.77907
H -2.89868 -0.38765 -2.36941
H -1.48715 -1.32336 -4.86739
H -0.56664 -1.44027 -3.36864
H 1.29046 -0.92377 -4.50568
H 1.95875 0.61479 -5.07197
H 0.49305 -0.09919 -5.85098
H -1.06044 -6.24199 -2.84789
H 0.31919 -4.43555 -2.07717
H 0.64905 -3.79972 -4.96908
H 1.36923 -5.33100 -4.49370
H 0.41669 -6.42205 -6.23465
H -0.54696 -3.64356 -7.07668
H 1.03703 -4.40259 -7.45569
H -0.47459 -5.07367 -8.11977
C 1.77140 0.29541 -0.42837
C 2.10866 -0.98214 0.17789
N 2.37625 -1.98917 0.65789
H 1.96593 1.12246 0.25345
H 2.35768 0.46326 -1.33156
H 0.71693 0.33243 -0.70168
C -0.76699 3.57045 0.04919
C -0.60162 2.60523 1.12123
N -0.45343 1.83831 1.96122
H -1.24489 3.10214 -0.81013
H -1.37764 4.40749 0.38469
H 0.20742 3.94710 -0.25471
C 2.70904 2.91128 4.05536
C 2.71268 3.06062 2.61050
N 2.69715 3.16151 1.46643
H 2.02193 3.62332 4.51023
H 2.40343 1.90425 4.32653
H 3.69556 3.08954 4.46540
C -4.23018 -8.37293 3.18619
C -5.39579 -8.05387 2.37553
N -6.30996 -7.79594 1.73319
H -4.53694 -8.70387 4.17671
H -3.64937 -9.16559 2.71802
H -3.59603 -7.49459 3.29389
C 3.25754 3.97607 -2.95319
C 2.96444 4.95169 -1.92207
N 2.74263 5.71629 -1.09479
H 2.46874 3.22325 -3.01851
H 3.35049 4.45253 -3.92879
H 4.19717 3.47194 -2.73598
C 6.56333 2.44911 6.69878
C 5.33980 3.23244 6.72790
N 4.37229 3.85032 6.74953
H 6.36762 1.44235 6.32841
H 7.29061 2.92144 6.04533
H 7.00549 2.38827 7.69033
C -3.41826 0.27118 2.94283
C -3.92369 -1.09060 2.89961
N -4.35876 -2.15168 2.90204
H -2.33021 0.31164 2.90092
H -3.81266 0.84480 2.10624
H -3.73715 0.76743 3.85633
C 3.43670 -0.05212 8.18337
C 3.47700 0.04781 6.73233
N 3.50421 0.12542 5.58830
H 2.72489 0.66455 8.58907
H 3.13664 -1.05407 8.48462
H 4.41813 0.15867 8.60509
C 6.33963 4.80367 0.22294
C 6.45382 4.49720 -1.19500
N 6.50852 4.24430 -2.31296
H 7.02627 4.18603 0.79889
H 6.57582 5.85125 0.40317
H 5.32428 4.60657 0.56548
C 7.94474 6.91566 6.46324
C 8.37796 5.63510 7.00194
N 8.71568 4.62172 7.42055
H 8.02862 7.69122 7.22219
H 8.56134 7.19444 5.61072
H 6.90566 6.85663 6.14228
C -6.38708 1.59359 5.74823
C -6.36066 1.72378 4.30055
N -6.35495 1.82023 3.15718
H -7.07105 2.32256 6.17842
H -6.72871 0.59608 6.02045
H -5.39399 1.75728 6.16434
C 3.43293 7.57584 1.51360
C 3.65551 7.47159 2.94840
N 3.84131 7.39244 4.07787
H 2.91001 8.49996 1.27278
H 4.38171 7.57220 0.97995
H 2.84102 6.74350 1.14308
C -0.10669 5.00340 -3.81162
C 0.27900 4.85876 -5.20550
N 0.59673 4.74756 -6.30215
H -0.25941 4.02439 -3.35615
H 0.66668 5.51996 -3.24430
H -1.03228 5.56821 -3.71242
C -8.80831 -0.86316 1.79315
C -8.91702 -0.66279 3.22925
N -8.96296 -0.49581 4.36236
H -9.20328 0.00042 1.26133
H -7.76347 -0.99477 1.51618
H -9.36517 -1.74809 1.49020
C 0.48559 -7.29676 -10.79295
C 0.73141 -7.56877 -9.38474
N 0.91612 -7.78402 -8.27384
H 0.14063 -6.27247 -10.92440
H 1.39848 -7.43333 -11.36971
H -0.27547 -7.97174 -11.18001
*
```

Here are the Mulliken charges for atoms 1 to 2, given in e:
1. C -1.2671
2. C -0.4945

---

Entry 2:
Formula: C41H69MnN5O6
Source: the Open Molecules 2025 dataset
Level of theory: the ωB97M-V functional and the def2-TZVPD basis

Summary:
expectation value of S²	8.75
ΔE to the lowest compared entry with this formula, charge and spin	29.6	kcal/mol
lowest unoccupied orbital energy (alpha / beta)	0.169 / 0.167	eV
orbital gap (alpha / beta)	0.2536 / 0.2613	hartree
electronic energy	-3479.9775	a.u.

```
! wB97M-V def2-TZVPD RIJCOSX def2/J DEFGRID3
* xyz 0 6
Mn 0.27212 0.48669 0.01473
C -1.81564 -0.81147 -2.33015
N -1.86039 -0.17936 -1.00499
C -2.67388 1.03895 -1.12505
C -2.50881 -1.05747 -0.02041
C -1.55681 -2.03759 0.63332
N -0.44676 -1.34876 1.30175
C 0.67496 -2.30788 1.39303
C 1.89856 -1.86325 2.13614
C 2.43984 -2.71506 3.09307
C 3.65712 -2.45220 3.69944
C 4.29425 -1.27014 3.32381
C 3.78782 -0.37906 2.38777
C 2.55671 -0.68510 1.75838
O 2.02317 0.09249 0.82779
C 4.52566 0.90796 2.03662
C 4.76351 0.95529 0.52687
C 3.65984 2.09660 2.46002
C 5.88457 1.04476 2.72984
C 4.35481 -3.41920 4.65412
C 5.64025 -3.93063 3.98637
C 4.72821 -2.72064 5.96687
C 3.47647 -4.62515 4.98712
C -0.89176 -0.87332 2.62828
C -0.18637 0.30678 3.24251
C 0.38634 0.16531 4.49860
C 0.88327 1.25222 5.19772
C 0.73278 2.50378 4.60038
C 0.17151 2.69803 3.34526
C -0.25324 1.56156 2.61714
O -0.72759 1.64861 1.37171
C -0.00157 4.10034 2.75426
C -1.45200 4.29138 2.28994
C 0.97074 4.28236 1.57824
C 0.29443 5.22147 3.75727
C 1.58323 1.12877 6.54869
C 1.47412 -0.28663 7.11504
C 0.96232 2.09844 7.56194
C 3.07032 1.46282 6.36957
H -2.83818 -1.05709 -2.62357
H -0.08719 -1.85761 -1.89175
H -1.41542 -0.07531 -3.03484
H -3.73232 0.79721 -1.28911
H -2.34949 1.61797 -1.99098
H -2.58026 1.62334 -0.20828
H -3.33632 -1.60143 -0.49798
H -2.94132 -0.41091 0.74366
H -1.14895 -2.72568 -0.10838
H -2.12793 -2.64269 1.35389
H 0.95054 -2.55359 0.36205
H 0.30860 -3.23462 1.86208
H 1.89253 -3.61911 3.33177
H 5.24400 -1.04416 3.78485
H 3.80008 0.90618 0.02049
H 5.37188 0.10699 0.20506
H 5.28562 1.87774 0.25817
H 2.67650 2.03063 2.00452
H 4.13031 3.03955 2.16446
H 3.52349 2.10232 3.54303
H 6.55352 0.21804 2.48512
H 5.78243 1.09880 3.81490
H 6.36128 1.96972 2.39855
H 6.33508 -3.11382 3.78756
H 5.41219 -4.41515 3.03544
H 6.14393 -4.65397 4.63152
H 5.36575 -1.85294 5.79402
H 5.27004 -3.40908 6.61915
H 3.83736 -2.38245 6.49614
H 3.22426 -5.19824 4.09373
H 2.54794 -4.32189 5.47458
H 4.01127 -5.28881 5.66895
H -0.85635 -1.71909 3.33070
H -1.94234 -0.59306 2.52111
H 0.44022 -0.83166 4.91508
H 1.08400 3.36708 5.14581
H -1.73547 3.53802 1.55624
H -1.57638 5.28680 1.85656
H -2.13006 4.20596 3.14074
H 1.07096 3.35213 1.01913
H 1.96948 4.52390 1.94119
H 0.64861 5.09460 0.91954
H -0.35800 5.16222 4.62974
H 0.12196 6.18578 3.27435
H 1.33018 5.20587 4.09731
H 0.43371 -0.56732 7.28984
H 2.00481 -0.34463 8.06749
H 1.91677 -1.01681 6.43771
H -0.10873 1.91539 7.66299
H 1.09862 3.13840 7.26324
H 1.42799 1.97079 8.54160
H 3.53289 0.76584 5.66648
H 3.59826 1.39466 7.32378
H 3.20233 2.47369 5.97911
O 0.00766 2.69264 -1.17344
H 0.20710 3.25761 -0.41313
H -0.95220 2.68534 -1.18406
N 3.63844 1.38455 -2.86936
C 3.53983 -0.07083 -2.86558
C 2.23896 -0.51328 -2.22967
O 1.97336 -1.62764 -1.88058
O 1.32527 0.48414 -2.12482
H 4.22257 1.71507 -3.62545
H 4.04432 1.71683 -2.00256
H 1.75818 1.30737 -2.44514
H 4.35369 -0.60661 -2.37229
H 3.49054 -0.42015 -3.89980
N -1.00502 -2.00697 -2.30070
C -1.20842 -3.31613 -2.55019
N -2.28994 -3.73398 -3.21720
C -2.41261 -5.18659 -3.36826
C -2.09350 -5.59484 -4.79291
O -2.95900 -4.94793 -5.71238
C -2.86001 -3.54627 -5.58580
C -3.19690 -3.08022 -4.17522
H -3.43957 -5.47936 -3.12989
H -1.72743 -5.65183 -2.66464
H -2.23129 -6.66535 -4.93792
H -1.05006 -5.33384 -5.01563
H -3.55590 -3.11702 -6.30667
H -1.84131 -3.21771 -5.83764
H -4.22426 -3.37478 -3.93468
H -3.14021 -2.00004 -4.13445
*
```

Here are the Mulliken charges for atoms 1 to 2, given in e:
1. Mn 1.5249
2. C -1.5361

---

Entry 3:
Formula: C41H70FIN5O8S
Source: the Open Molecules 2025 dataset
Level of theory: the ωB97M-V functional and the def2-TZVPD basis

Summary:
ΔE to the lowest compared entry with this formula, charge and spin	0.0	kcal/mol
lowest unoccupied orbital energy	-3.436	eV
orbital gap	0.2662	hartree
electronic energy	-3275.3016	a.u.

```
! wB97M-V def2-TZVPD RIJCOSX def2/J DEFGRID3
* xyz 1 1
C 6.13119 -2.32717 -0.75719
C 5.03984 -3.38884 -0.67442
C 3.70698 -2.84452 -1.22589
C 3.16348 -3.64302 -2.41425
C 2.24854 -2.80545 -3.31688
C 0.73104 -3.12297 -3.14860
C 0.07707 -2.21770 -2.14897
C -0.15772 -2.67314 -0.85096
C 0.12879 -4.05444 -0.32549
N -1.12817 -4.68566 0.03684
C -1.98546 -4.97508 -1.11211
C -0.70327 -1.77620 0.05743
F -0.90690 -2.14997 1.31586
C -0.98933 -0.46973 -0.27119
C -1.54433 0.41442 0.80138
C -0.57329 0.53144 1.95738
O 0.59181 0.59711 1.83664
I -1.45100 0.59438 3.91755
N -0.75607 -0.06254 -1.54373
C -1.00770 1.33663 -1.85093
C 0.05019 2.22375 -1.90086
C -0.27310 3.53307 -2.18295
C -1.59628 3.87699 -2.38801
N -2.63232 3.03859 -2.31044
C -2.29510 1.77846 -2.03750
C -0.26141 -0.89741 -2.49543
C -0.07436 -0.41146 -3.91164
C -1.15325 -0.87653 -4.90907
C -2.59037 -0.52124 -4.53611
C -3.22041 -1.40066 -3.45757
C -4.71961 -1.62739 -3.61059
C -5.25540 -2.23047 -2.28987
C -6.20927 -1.26804 -1.58651
S -6.08588 -1.26199 0.22183
C -5.57950 -2.86653 0.61236
N -4.50341 -3.12290 1.29266
N -4.48350 -4.49106 1.49822
C -5.53366 -4.94974 0.90264
O -6.27981 -4.01031 0.32430
H 6.26929 -2.05698 -1.80502
H 5.84461 -1.41929 -0.23531
H 7.09048 -2.69649 -0.41532
H 4.92919 -3.68596 0.36341
H 5.34055 -4.23261 -1.28835
H 3.86272 -1.80836 -1.51637
H 2.96130 -2.84554 -0.42939
H 2.67812 -4.55280 -2.07286
H 4.01895 -3.95768 -3.00719
H 2.50155 -2.90453 -4.36664
H 2.39154 -1.75714 -3.06712
H 0.65065 -4.15393 -2.84672
H 0.25295 -3.07142 -4.11575
H 0.69353 -3.91289 0.59502
H 0.74966 -4.64717 -0.99281
H -0.94006 -5.52794 0.55834
H -1.39305 -5.16635 -2.01184
H -2.68065 -4.15850 -1.28110
H -2.57842 -5.86251 -0.92879
H -2.45930 -0.04479 1.17189
H -1.81258 1.41096 0.47067
H 1.06309 1.89615 -1.73104
H 0.49454 4.28642 -2.23182
H -1.82805 4.90403 -2.62740
H -3.10307 1.06502 -1.94797
H 0.86955 -0.83450 -4.23360
H 0.05419 0.66030 -3.96808
H -0.93805 -0.37420 -5.84805
H -1.10447 -1.93893 -5.11628
H -2.65356 0.53456 -4.28912
H -3.18489 -0.63415 -5.44205
H -3.07923 -0.91416 -2.49132
H -2.70321 -2.35708 -3.38412
H -5.24977 -0.71507 -3.85871
H -4.86561 -2.36867 -4.39054
H -4.40589 -2.37289 -1.62680
H -5.69120 -3.21155 -2.44237
H -5.93026 -0.25661 -1.86667
H -7.23623 -1.39414 -1.91018
H -5.76886 -5.99668 0.90039
C 0.95185 5.72565 1.13131
O 1.73311 5.84932 -0.04680
C 2.25533 7.16026 -0.23474
C 3.69630 7.26930 0.21469
O 3.83265 7.06995 1.61127
C 4.26208 5.76576 1.96142
H 0.84419 4.66283 1.34813
H 1.42745 6.21052 1.98499
H -0.04314 6.15799 0.97823
H 1.63681 7.89576 0.28679
H 2.20571 7.37771 -1.30609
H 4.05218 8.28024 -0.00392
H 4.32478 6.56398 -0.33812
H 5.33745 5.65740 1.78521
H 3.72442 4.99653 1.40198
H 4.06698 5.62810 3.02352
C -4.95670 1.26870 6.03495
O -4.98059 0.89452 4.66719
C -5.22018 -0.49333 4.47322
C -6.66875 -0.76643 4.13044
O -7.54198 -0.43977 5.19750
C -8.17776 0.81794 5.04457
H -5.06281 2.35129 6.08455
H -5.77187 0.80876 6.59610
H -4.00089 0.98734 6.49287
H -4.92155 -1.06453 5.35739
H -4.59161 -0.81806 3.63677
H -6.78468 -1.83915 3.93848
H -6.95465 -0.22804 3.22195
H -8.99747 0.74612 4.32165
H -7.47702 1.59075 4.72163
H -8.58923 1.09933 6.01228
C 6.11035 0.53225 2.21337
O 7.01524 0.73991 1.14302
C 7.37010 2.10506 0.97333
C 8.70959 2.42952 1.59865
O 8.68554 2.28267 3.00829
C 9.24053 1.05869 3.46050
H 6.11428 -0.52979 2.45618
H 6.39373 1.09588 3.10393
H 5.09689 0.82102 1.90974
H 6.59189 2.75700 1.38240
H 7.43347 2.29003 -0.10370
H 8.94818 3.47625 1.38699
H 9.49651 1.80905 1.15954
H 10.33401 1.10013 3.42743
H 8.89288 0.21071 2.86662
H 8.92740 0.91638 4.49344
*
```

Here are the Mulliken charges for atoms 1 to 2, given in e:
1. C -1.3238
2. C -0.6145